(1)
{"formula": "CH3ClP5", "method": "ωB97M-V with the def2-TZVPD basis set", "symbols": ["C", "P", "P", "P", "P", "P", "Cl", "H", "H", "H"], "positions_angstrom": [[2.2575, -0.2258, 0.2071], [-3.1792, -0.4118, -0.8533], [-1.8754, 1.5083, -0.4668], [-0.1009, 1.9857, 0.6424], [-1.0886, -0.4449, -1.0423], [0.4748, -0.0606, 0.6622], [-4.3703, -1.4734, 0.4124], [2.7690, 0.5112, 0.8179], [2.3848, -0.0821, -0.8864], [2.7282, -1.3066, 0.5069]], "forces_ev_per_angstrom": [[0.630, -2.774, -0.064], [-0.866, -0.019, 0.529], [-0.089, 0.453, -0.085], [-0.159, -0.900, -0.062], [1.083, -0.322, -0.165], [-0.428, 0.209, 0.144], [0.914, 0.374, -0.220], [0.205, 0.276, -0.178], [0.169, 0.121, 0.812], [-1.457, 2.583, -0.711]], "lowdin_charge": [-0.399, 0.082, 0.127, 0.309, 0.173, 0.365, 0.173, 0.021, 0.042, 0.107], "total_charge": 1, "orbital_gap_ev": 6.70, "fmax_ev_per_a": 3.05, "total_energy_ev": -60043.2844, "relative_energy_kcal_mol": 63.60, "homo_ev": -13.2}

(2)
{"formula": "C5H7NO", "method": "ωB97M-V with the def2-TZVPD basis set", "symbols": ["C", "C", "O", "C", "C", "C", "N", "H", "H", "H", "H", "H", "H", "H"], "positions_angstrom": [[-1.1992, -1.2857, -0.0987], [-0.5957, -0.1650, 0.7724], [0.5121, -0.9196, 1.2557], [1.4734, -0.7287, 0.3833], [1.3273, 0.4271, -0.3362], [0.0343, 0.9018, 0.0545], [-0.5551, 2.1118, -0.1994], [-2.0880, -0.9999, -0.6482], [-0.4277, -1.6023, -0.8537], [-1.3621, -2.1892, 0.4996], [2.0601, -1.6203, 0.2737], [1.9875, 0.7923, -1.1119], [0.0358, 2.8719, -0.5100], [-1.2026, 2.4057, 0.5189]], "forces_ev_per_angstrom": [[-0.572, 0.188, 0.044], [-0.471, 0.348, 0.081], [-0.030, -0.819, -0.808], [0.731, 0.004, -0.112], [0.146, -0.101, 0.248], [-0.107, -0.186, 0.134], [0.129, -0.243, -0.073], [-0.282, -0.004, 0.063], [-0.231, 0.448, 0.425], [-0.359, 0.400, -0.002], [1.213, 0.398, 0.117], [-0.061, 0.104, 0.253], [-0.050, -0.325, -0.096], [-0.056, -0.213, -0.274]], "lowdin_charge": [-0.058, -0.240, -0.051, -0.161, -0.004, -0.290, 0.131, 0.067, 0.088, 0.077, 0.130, 0.106, 0.101, 0.102], "total_charge": 0, "orbital_gap_ev": [7.99, 7.99], "fmax_ev_per_a": 1.28, "total_energy_ev": -8832.7928, "smiles": "Cc1occc1N", "relative_energy_kcal_mol": 78.64, "homo_ev": [-7.4, -7.4]}

(3)
{"formula": "C2H3F2NS", "method": "ωB97M-V with the def2-TZVPD basis set", "symbols": ["F", "C", "F", "C", "N", "S", "H", "H", "H"], "positions_angstrom": [[0.5622, 0.6561, -0.9865], [-0.1536, -0.6174, -1.2039], [-1.4374, -0.3423, -1.1761], [0.2350, -1.3317, -0.0225], [0.3932, -0.6958, 1.1010], [0.2409, 1.0058, 1.1919], [0.0955, -0.9978, -2.4032], [0.4139, -2.3577, -0.1460], [0.2726, 1.0039, 2.5939]], "forces_ev_per_angstrom": [[-1.057, -1.601, -2.851], [2.060, 2.093, -4.360], [-1.426, 0.437, -0.173], [0.842, 1.266, 2.754], [-0.210, -1.042, -1.202], [-0.007, -0.464, 2.675], [-0.276, 0.933, 3.782], [0.156, -1.455, 0.592], [-0.082, -0.168, -1.216]], "lowdin_charge": [-0.211, -0.374, 0.078, -0.204, -0.293, 0.799, 0.219, 0.096, -0.108], "total_charge": 0, "orbital_gap_ev": 9.50, "fmax_ev_per_a": 5.26, "total_energy_ev": -19880.3516, "smiles": "FC(F)/C=N\\S", "relative_energy_kcal_mol": 58.07, "homo_ev": -9.2}

(4)
{"formula": "C5H10O", "method": "ωB97M-V with the def2-TZVPD basis set", "symbols": ["O", "C", "C", "C", "C", "C", "H", "H", "H", "H", "H", "H", "H", "H", "H", "H"], "positions_angstrom": [[-1.5663, 1.5007, 1.5856], [-0.8477, 1.3103, 0.3872], [-0.4193, -0.1243, 0.1998], [0.0807, -0.3461, -1.2288], [1.0587, -1.4169, -0.6956], [0.8991, -0.7677, 0.7059], [-1.7025, 2.4490, 1.6956], [-1.4710, 1.5295, -0.5056], [0.0345, 1.9697, 0.3335], [-1.2623, -0.7833, 0.4418], [0.6564, 0.5351, -1.5410], [-0.6904, -0.5259, -1.9839], [0.6526, -2.4335, -0.7284], [2.0630, -1.4294, -1.1307], [1.6834, -0.0264, 0.8991], [0.8311, -1.4409, 1.5655]], "forces_ev_per_angstrom": [[-0.037, 0.254, 0.192], [0.249, -0.087, -0.377], [-0.151, 0.091, -0.039], [-0.040, 0.059, -0.201], [0.094, -0.106, -0.068], [0.052, 0.023, 0.178], [-0.062, -0.183, 0.089], [0.058, 0.134, 0.396], [-0.110, -0.100, 0.068], [0.084, 0.081, -0.119], [-0.092, -0.085, -0.006], [0.301, -0.355, -0.033], [-0.019, 0.200, 0.016], [-0.180, -0.021, 0.076], [-0.156, -0.048, -0.049], [0.008, 0.144, -0.124]], "lowdin_charge": [-0.057, -0.265, -0.319, -0.171, -0.167, -0.133, 0.085, 0.125, 0.125, 0.149, 0.112, 0.108, 0.103, 0.096, 0.109, 0.101], "total_charge": 0, "orbital_gap_ev": 11.16, "fmax_ev_per_a": 0.47, "total_energy_ev": -7393.5703, "smiles": "OCC1CCC1", "relative_energy_kcal_mol": 27.56, "homo_ev": -10.2}

(5)
{"formula": "C2HBr2Cl3S", "method": "ωB97M-V with the def2-TZVPD basis set", "symbols": ["C", "C", "S", "Cl", "Cl", "Cl", "Br", "Br", "H"], "positions_angstrom": [[0.0540, -0.3409, 0.8148], [-1.0625, 0.4735, 0.1905], [1.8269, -1.1821, -2.2239], [-2.2013, 1.2359, 1.4373], [-0.5267, 1.7121, -0.9573], [2.9535, -0.1039, -1.0526], [1.0756, 0.4010, 2.1212], [-2.2620, -0.7036, -0.9349], [0.1426, -1.4920, 0.6049]], "forces_ev_per_angstrom": [[-1.227, -1.945, -1.172], [-0.955, -0.814, 0.010], [-0.396, -0.304, -0.313], [1.017, -0.401, -0.678], [0.370, 0.170, 0.482], [0.414, 0.325, 0.294], [0.271, 0.179, 0.241], [0.741, 0.137, 0.736], [-0.234, 2.652, 0.401]], "lowdin_charge": [-0.832, -1.611, 0.062, 0.471, 0.525, -0.001, 0.743, 0.559, 0.084], "total_charge": 0, "orbital_gap_ev": [8.30, 6.42], "fmax_ev_per_a": 2.69, "total_energy_ev": -190574.2819, "relative_energy_kcal_mol": 60.43, "homo_ev": [-9.6, -9.0]}

(6)
{"formula": "C8H10ClN3O3", "method": "ωB97M-V with the def2-TZVPD basis set", "symbols": ["C", "C", "C", "C", "C", "C", "C", "C", "N", "N", "N", "O", "O", "O", "Cl", "H", "H", "H", "H", "H", "H", "H", "H", "H", "H"], "positions_angstrom": [[-1.8507, 1.0569, -0.8353], [-1.6443, -0.1789, 1.3218], [-1.1445, 0.0668, -1.4433], [-0.5831, -1.0380, 0.6792], [-2.0590, 0.9449, 0.6220], [-0.4804, -1.0486, -0.7718], [2.0716, 0.9856, -0.7029], [2.4633, -0.3855, -0.2261], [-2.9024, 1.8877, 1.2821], [0.3610, -1.7173, -1.4653], [1.7208, -1.0314, 0.6310], [0.5993, -0.3826, 1.0740], [1.9356, -2.1952, 1.1295], [3.4341, -1.0341, -0.7232], [2.2127, 2.1872, 0.6249], [-2.1600, 2.0514, -1.2004], [-1.7921, -0.2664, 2.3741], [-1.1408, 0.0950, -2.5647], [-0.4317, -1.9748, 1.0878], [2.7160, 1.2890, -1.5461], [0.9478, 0.8363, -0.8168], [-3.2978, 2.6730, 0.7136], [-3.2432, 1.6268, 2.2276], [0.8970, -2.5116, -1.0669], [3.3706, -1.9363, -0.4047]], "forces_ev_per_angstrom": [[-1.257, 1.952, 5.627], [1.317, -2.073, -0.024], [0.691, -1.795, -2.481], [-0.691, 0.617, 0.543], [-2.637, 3.601, -3.595], [-1.496, 1.613, -2.219], [-1.044, -1.005, 0.647], [-2.695, 0.930, 1.454], [1.096, -1.125, -0.697], [0.554, -1.474, -1.136], [0.411, 0.337, 0.843], [1.828, 2.368, 1.255], [0.429, 0.002, -0.859], [2.723, -0.401, -1.499], [0.281, 0.106, -0.192], [0.137, -0.972, -0.556], [-0.155, -0.162, 0.543], [0.503, -0.245, 1.179], [-0.699, -2.373, 0.903], [-0.813, -0.143, 0.308], [1.638, 0.922, -0.813], [0.438, -1.334, 1.248], [0.246, 0.764, -1.345], [-0.905, 0.802, 0.417], [0.101, -0.911, 0.449]], "lowdin_spin": [0.168, 0.571, 0.304, 0.059, 0.272, 0.045, 0.006, 0.008, 0.182, 0.251, 0.016, 0.040, 0.009, 0.000, 0.002, 0.006, 0.029, 0.008, 0.005, 0.000, 0.003, 0.003, 0.003, 0.007, 0.000], "total_charge": 0, "orbital_gap_ev": [6.59, 5.94], "fmax_ev_per_a": 6.09, "total_energy_ev": -31585.4667, "multiplicity": 3, "relative_energy_kcal_mol": 0.00, "homo_ev": [-6.0, -8.3]}

What did the first record say?
{"formula": "CH3ClP5", "method": "ωB97M-V with the def2-TZVPD basis set", "symbols": ["C", "P", "P", "P", "P", "P", "Cl", "H", "H", "H"], "positions_angstrom": [[2.2575, -0.2258, 0.2071], [-3.1792, -0.4118, -0.8533], [-1.8754, 1.5083, -0.4668], [-0.1009, 1.9857, 0.6424], [-1.0886, -0.4449, -1.0423], [0.4748, -0.0606, 0.6622], [-4.3703, -1.4734, 0.4124], [2.7690, 0.5112, 0.8179], [2.3848, -0.0821, -0.8864], [2.7282, -1.3066, 0.5069]], "forces_ev_per_angstrom": [[0.630, -2.774, -0.064], [-0.866, -0.019, 0.529], [-0.089, 0.453, -0.085], [-0.159, -0.900, -0.062], [1.083, -0.322, -0.165], [-0.428, 0.209, 0.144], [0.914, 0.374, -0.220], [0.205, 0.276, -0.178], [0.169, 0.121, 0.812], [-1.457, 2.583, -0.711]], "lowdin_charge": [-0.399, 0.082, 0.127, 0.309, 0.173, 0.365, 0.173, 0.021, 0.042, 0.107], "total_charge": 1, "orbital_gap_ev": 6.70, "fmax_ev_per_a": 3.05, "total_energy_ev": -60043.2844, "relative_energy_kcal_mol": 63.60, "homo_ev": -13.2}

Which formula does entry 2 have? C5H7NO

Copy entry 1 word for word.
{"formula": "CH3ClP5", "method": "ωB97M-V with the def2-TZVPD basis set", "symbols": ["C", "P", "P", "P", "P", "P", "Cl", "H", "H", "H"], "positions_angstrom": [[2.2575, -0.2258, 0.2071], [-3.1792, -0.4118, -0.8533], [-1.8754, 1.5083, -0.4668], [-0.1009, 1.9857, 0.6424], [-1.0886, -0.4449, -1.0423], [0.4748, -0.0606, 0.6622], [-4.3703, -1.4734, 0.4124], [2.7690, 0.5112, 0.8179], [2.3848, -0.0821, -0.8864], [2.7282, -1.3066, 0.5069]], "forces_ev_per_angstrom": [[0.630, -2.774, -0.064], [-0.866, -0.019, 0.529], [-0.089, 0.453, -0.085], [-0.159, -0.900, -0.062], [1.083, -0.322, -0.165], [-0.428, 0.209, 0.144], [0.914, 0.374, -0.220], [0.205, 0.276, -0.178], [0.169, 0.121, 0.812], [-1.457, 2.583, -0.711]], "lowdin_charge": [-0.399, 0.082, 0.127, 0.309, 0.173, 0.365, 0.173, 0.021, 0.042, 0.107], "total_charge": 1, "orbital_gap_ev": 6.70, "fmax_ev_per_a": 3.05, "total_energy_ev": -60043.2844, "relative_energy_kcal_mol": 63.60, "homo_ev": -13.2}